The following is a DFT calculation (ωB97M-V/def2-TZVPD) of a 2-piece molecular cluster, C5H9NO7 overall at a distorted geometry.

Computed properties:
HOMO level (alpha / beta), Ha: -0.391 / -0.376
E_tot, eV: -21143.6230
Multiplicity: 1
Lowest unoccupied orbital energy (alpha / beta), eV: -4.36 / -0.68
Gap between HOMO and LUMO (alpha / beta), eV: 6.27 / 9.54

Structure (XYZ):
```
22
Properties=species:S:1:pos:R:3:forces:R:3:nbo_charge:R:1
C -1.01890 0.91691 0.91414 -0.321 0.554 0.352 -0.1003
H -2.44100 -2.19735 0.78394 0.035 0.139 -0.151 0.2399
C 1.97493 3.03852 0.75946 -0.013 0.216 -0.018 -0.7195
O 0.34152 1.37025 0.85467 -0.513 0.515 0.096 -0.5111
C 0.51107 2.72216 0.80901 -0.801 0.046 -0.033 0.8010
O -0.29064 -0.80878 -0.39180 -0.418 -1.590 0.861 -0.1372
O -0.03013 -2.09856 -0.44743 0.136 0.331 -0.328 -0.1631
H -2.92967 -0.79873 1.74371 0.069 -0.049 -0.095 0.2245
H -1.50269 1.28512 1.83134 0.149 -0.047 -0.277 0.2037
H -1.60376 1.27383 0.05033 0.359 0.148 0.264 0.2024
O 0.98246 -2.74991 -2.84781 1.740 -1.699 -1.179 -0.1768
H -2.93725 -0.66018 -0.02224 0.001 -0.295 0.145 0.2192
O 1.45876 -4.75657 -3.55470 0.601 2.632 0.543 -0.2476
H 2.55522 2.14005 0.55121 -0.015 0.182 0.062 0.2384
H 2.14222 3.79993 0.00057 0.029 -0.030 -0.047 0.2428
H 2.26924 3.47574 1.71533 0.021 -0.106 -0.008 0.2440
H -0.43817 -1.02438 1.69319 0.116 0.073 -0.374 0.2053
C -2.40998 -1.10778 0.83035 -0.595 -0.121 -0.132 -0.6394
C -1.01455 -0.58382 0.87082 0.718 0.994 -0.137 0.0451
N 1.81084 -3.56579 -3.34157 0.369 -0.308 -0.244 0.6725
O -0.40933 3.51567 0.81076 0.956 -0.904 0.028 -0.5922
O 2.97982 -3.18633 -3.61330 -2.623 -0.681 0.670 -0.2519
```
Positions in Å, forces in eV/Å.